{
  "formula": "C28H89N3O15",
  "method": "ωB97M-V/def2-TZVPD",
  "species": ["O", "H", "H", "H", "C", "C", "C", "C", "H", "C", "H", "H", "C", "H", "H", "H", "H", "H", "O", "H", "H", "H", "C", "C", "H", "H", "C", "H", "H", "C", "O", "H", "H", "H", "H", "H", "H", "H", "H", "C", "H", "C", "H", "C", "H", "H", "H", "O", "H", "H", "H", "H", "O", "H", "H", "C", "H", "C", "H", "H", "N", "H", "H", "H", "H", "H", "C", "H", "H", "O", "H", "H", "H", "H", "H", "O", "C", "C", "H", "N", "H", "O", "O", "H", "N", "H", "H", "O", "H", "H", "H", "H", "H", "H", "C", "H", "C", "H", "H", "H", "H", "H", "H", "H", "H", "H", "H", "H", "O", "H", "H", "H", "H", "H", "C", "H", "C", "H", "C", "O", "H", "O", "H", "H", "H", "H", "O", "H", "C", "H", "O", "C", "C", "C", "C"],
  "xyz": [[5.46164, 6.23607, 0.27337], [-2.65099, 4.55888, 3.91806], [6.14168, -3.68532, 10.57880], [-4.71002, 0.98278, 5.60419], [1.83404, -6.01399, -1.84123], [9.20023, -8.94230, 5.54751], [0.41602, 3.91917, -9.50031], [-1.56550, -6.62559, 6.86192], [-0.46403, 3.75714, -10.12269], [1.31694, -1.26150, 2.05234], [1.04382, 5.00307, -7.75149], [5.63168, 1.67202, -6.85828], [6.07729, -0.32079, -7.40627], [-5.23310, 1.05098, -5.41407], [-0.13929, -7.08067, 5.22452], [-4.80372, 8.31712, -3.92947], [-3.92216, 0.92846, -4.66686], [-0.89490, -5.97247, 7.42035], [7.66843, 1.61482, -0.53970], [4.00442, -6.51267, -2.04985], [-7.66897, -2.54137, -1.86351], [-2.18669, -5.95727, 6.26561], [0.73509, 0.69622, -1.61558], [-8.38662, -3.18278, -1.35196], [1.15830, -5.81484, -1.00948], [-9.98259, -4.05278, -4.12323], [-0.47597, 0.30503, -0.75899], [4.94128, -3.09404, 9.41311], [-11.79951, -2.31765, -4.77777], [0.34533, 5.15049, -8.57520], [-1.83437, 4.86489, 4.31268], [-1.01667, -0.36419, 1.22215], [6.90423, -0.93885, -7.75595], [-6.09032, 0.61318, 6.53484], [7.79602, -0.73628, 1.90615], [6.66356, -0.24362, -0.18531], [-1.30828, 5.16665, 3.57214], [0.53625, -1.71496, 2.66307], [-6.50110, 2.01634, 2.70510], [7.58980, 0.30618, -0.01829], [7.34499, 0.92928, 2.09754], [-2.40270, 10.48031, -2.47403], [1.80817, -0.40039, 2.50543], [-9.66070, -3.29022, -3.41401], [6.86086, 1.53378, -8.17469], [-4.90832, 10.07464, -4.13192], [0.79067, -8.65332, 6.14529], [1.43009, -7.10706, -2.60823], [0.41635, 10.92414, -0.82656], [7.55717, -7.74411, 4.90206], [-1.83664, 10.42775, -3.40404], [1.62955, -5.15344, -2.47822], [-8.91702, -3.96192, -2.36904], [-9.11292, -2.64656, -0.74118], [8.67685, -9.50095, 6.32345], [-12.05803, -3.31743, -2.36231], [-3.63534, 9.44623, -0.56274], [7.93378, 0.25539, 1.47521], [0.42599, 0.92214, -2.63613], [-12.82907, -2.64388, -1.98824], [-1.42059, 1.36594, -0.74159], [3.68144, -5.27682, 9.80891], [-2.18228, -7.16330, 7.58202], [0.64870, 6.01498, -9.16571], [-7.42682, 1.15657, 4.42431], [4.12418, -6.43958, 11.56598], [-5.74160, 0.64572, 5.50264], [5.19664, -0.60632, -7.98161], [3.33121, -6.95279, -0.58253], [0.93970, 6.65991, 0.97631], [-12.49328, -3.96949, -3.11959], [-2.92762, 11.43517, -2.44558], [9.25620, -9.67818, 4.74536], [-3.58506, 9.12872, -4.68545], [9.15237, -7.20136, 4.28389], [7.45114, 1.09061, -6.22868], [-10.89936, -2.47168, -2.93755], [-6.42711, 1.57310, 4.54755], [8.94462, 0.56126, 1.74493], [-11.52677, -1.71078, -4.01789], [1.48640, 3.17360, -11.00874], [0.82440, -1.01642, 0.72765], [-4.36694, 0.64688, -5.46630], [1.24822, 1.59399, -1.27088], [-4.21079, 9.33024, -1.38462], [0.45953, 2.99835, -8.91870], [1.84446, 6.50306, 0.70606], [0.15810, -8.31258, 6.78197], [7.92477, 1.49333, -1.45683], [-1.35908, -8.24881, 5.53050], [8.20034, 1.56906, -6.59115], [-2.77081, 8.42463, -2.55628], [-11.64595, -3.94931, -1.57554], [5.87216, -0.64142, -6.38489], [3.23062, -6.18907, -1.35371], [-0.60666, 12.21939, -1.35811], [-0.71084, -7.53249, 6.03526], [-4.71498, 10.20507, -1.40830], [8.37121, -0.20998, -0.57603], [0.04760, 11.13272, -2.59596], [5.83662, 5.40688, -0.02340], [-6.56027, 2.57035, 4.96688], [5.41751, -5.62127, 9.74898], [-0.60783, 5.36805, -8.09327], [-2.06496, 1.12474, -0.00220], [5.74976, 6.87628, -0.37728], [-8.96380, -2.68665, -3.99550], [-0.98493, 2.22249, -0.43075], [10.52032, -8.76184, 6.01282], [8.65588, -6.86587, 5.97091], [-12.37565, -1.31986, -3.63490], [4.59728, -3.03102, 11.12941], [-0.90653, -0.63008, -1.11716], [10.94094, -9.61920, 6.11086], [6.47629, 1.10479, -7.24941], [1.52457, -0.05521, -1.60228], [5.07673, -3.62803, 10.35365], [2.03313, -2.06649, 1.88751], [-4.25506, 9.25420, -3.83489], [1.48219, 3.98308, -10.49267], [0.80841, 7.59851, 0.84206], [-1.48946, 10.35887, -1.39001], [3.51779, -5.26313, -0.85545], [-7.78251, -3.83676, -0.72310], [0.26088, 0.87455, 1.20334], [-5.70651, -0.34033, 5.03942], [4.57516, -5.59422, 11.62585], [-10.57803, -1.73802, -2.19823], [8.60612, -7.57913, 5.14819], [0.48181, -6.96826, -2.55256], [-5.81827, 1.70308, 3.30277], [-0.33083, 11.18746, -1.57522], [-3.37299, 9.33319, -2.55772], [-0.12987, -0.00844, 0.69762], [4.64302, -5.06404, 10.27601]],
  "forces_ev_per_angstrom": [[-0.22, 0.09, 0.16], [-0.23, -0.10, -0.07], [0.06, 0.47, 0.04], [0.29, -0.11, -0.05], [0.10, 0.85, -0.33], [0.23, -0.41, 0.14], [-0.71, -0.59, -0.90], [0.69, 0.83, 0.51], [-0.60, 0.54, 0.33], [0.02, -1.17, -1.37], [0.23, 0.19, -0.11], [-0.14, 0.30, -0.41], [-0.33, -1.38, 0.34], [-0.23, 0.08, -0.02], [-0.17, 0.85, 0.08], [-0.29, 0.09, 0.79], [0.18, 0.05, 0.23], [-0.06, 0.11, 0.27], [-0.66, 0.48, 0.05], [-0.35, 0.51, -0.61], [0.09, 0.88, 0.51], [-0.08, -0.28, -0.18], [0.16, -0.16, 0.15], [1.03, 0.24, -0.51], [0.00, -0.42, 0.51], [-0.10, -0.34, 0.28], [1.61, -0.35, 0.63], [0.08, -0.16, -0.11], [-0.06, -0.16, -0.08], [0.88, -0.45, -0.63], [0.04, -0.02, 0.24], [-0.45, 0.19, 0.15], [0.11, 0.11, -0.07], [-0.65, 0.05, -0.34], [-0.09, -0.15, -0.28], [-0.41, 0.46, -0.19], [0.21, 0.12, -0.20], [-0.21, 0.44, 0.34], [0.17, 0.02, -0.16], [1.48, -0.72, 0.69], [-0.53, 0.06, -0.32], [0.77, 0.07, -1.23], [-0.22, 0.12, 0.03], [-0.05, 0.17, 0.62], [-0.07, 0.21, 0.01], [-0.01, 0.23, 0.68], [0.16, -0.24, 0.30], [-0.92, -0.84, 0.19], [-0.03, -0.33, -0.22], [-0.02, 0.20, -0.18], [0.31, 0.38, -0.29], [0.91, 0.64, -0.02], [-1.94, -0.97, -1.04], [-0.04, 0.13, -0.07], [-0.74, 0.51, 0.25], [1.47, -0.38, 0.58], [0.29, -0.30, 0.23], [0.02, 0.40, 0.43], [-0.06, -0.26, -0.04], [0.01, -0.16, 0.19], [-1.39, 0.50, -0.28], [-0.07, 0.45, -0.27], [0.03, -0.11, -0.15], [-0.01, 0.13, 0.17], [-0.39, 0.11, -0.16], [0.03, -0.08, 0.11], [1.71, 0.02, -0.44], [-0.04, 0.59, -0.24], [-0.58, -0.14, 0.18], [-0.21, -0.17, 0.08], [0.08, 0.05, -0.13], [-0.12, 0.27, 0.10], [-0.38, 0.35, -0.71], [0.35, 0.34, -0.18], [-0.12, 0.11, 0.06], [1.02, 0.57, 0.02], [-0.84, -0.63, -0.32], [-1.90, 0.36, 1.16], [0.27, -0.08, -0.59], [1.03, 0.69, -0.53], [-0.17, -0.07, 0.14], [0.92, -0.38, 0.86], [0.07, -0.13, -0.19], [-0.29, 0.27, 0.40], [-0.67, -0.08, 0.64], [0.48, -0.03, 0.24], [0.31, -0.10, -0.04], [1.15, -0.33, 1.18], [-0.09, 0.36, -0.07], [-0.52, 0.06, -0.39], [0.22, -0.01, 0.40], [0.02, -0.17, 0.06], [-0.42, -0.13, 0.34], [-0.06, -0.30, 0.05], [0.85, 0.15, 0.94], [-0.01, 0.28, -0.18], [-1.21, -0.87, -1.62], [-0.55, 0.15, -0.01], [0.00, -0.79, 0.27], [0.16, -0.19, 0.02], [0.11, -0.29, -0.03], [0.04, 0.13, 0.37], [-0.05, -0.08, -0.32], [-0.24, -0.40, -0.45], [-0.63, 0.29, -0.01], [0.08, 0.19, -0.14], [0.00, 0.59, 0.14], [0.23, 0.19, -0.07], [0.78, 0.61, 0.19], [0.13, -0.09, -0.01], [-0.09, 0.17, -0.21], [-0.20, -0.32, 0.06], [-0.23, 0.14, -0.52], [-0.01, 0.00, 0.02], [-0.71, -0.09, -0.08], [-0.28, -0.26, -0.16], [0.34, 0.20, -0.02], [0.31, 0.17, 0.28], [1.24, -0.34, -0.74], [0.14, 0.67, 1.22], [-0.10, 0.23, -0.03], [0.21, -0.14, -0.30], [0.35, 0.11, -0.16], [-0.25, -0.11, 0.12], [-0.04, 0.41, 0.10], [-0.05, -0.18, 0.33], [0.06, 0.34, -0.41], [0.08, -0.05, 0.11], [0.12, -1.27, 0.24], [-0.35, -0.86, -0.69], [0.79, -0.39, -0.72], [-0.98, 0.09, 0.56], [-0.68, -0.36, 0.07], [0.54, -0.14, -0.50], [-0.26, -0.81, 0.91]],
  "total_energy_ha": -2412.78029,
  "de_lowest_ev": 1.095
}